A molecular structure, C23H41NO2P2V at a distorted geometry. Source: the Open Molecules 2025 dataset; level of theory: wB97M-V/def2-TZVPD.

Atoms and positions in Å:
H 2.266 -3.086 0.296
H -2.343 2.968 2.732
H 2.895 1.976 -0.356
H 0.146 0.170 -3.040
H -1.934 3.346 -2.028
H 1.474 -1.937 -0.787
N -2.325 -1.349 -0.966
H 5.297 1.545 -1.673
C 4.589 0.346 -3.350
H -0.629 2.394 2.711
H -3.233 2.078 -0.054
H -0.309 2.936 -2.640
H 0.614 0.462 3.337
H -4.344 -0.171 2.867
H -4.542 0.639 1.242
H -1.657 1.790 -2.831
H 2.010 -0.040 2.323
H -4.339 1.659 2.782
C 1.197 -0.401 2.970
C 0.049 3.332 0.123
V -1.215 -0.927 0.954
H -2.215 -2.108 4.605
H 5.466 -0.313 -3.346
H 1.672 -0.868 3.854
H -3.534 -3.161 1.309
O -1.977 -1.014 -2.133
C -0.626 -4.157 -0.095
H 1.310 0.396 -0.674
H -2.741 -4.616 1.961
H 5.510 2.325 -3.233
H -0.104 3.433 1.208
H 3.579 -1.115 -4.461
H 2.981 2.417 -3.440
H 1.148 3.280 -0.053
C 2.068 0.376 -4.126
H -3.306 -3.336 3.055
C -2.845 -3.530 2.083
H -2.535 -0.636 3.710
P -0.647 1.721 -0.558
C -0.977 -1.865 2.865
C -0.553 -3.076 0.925
C -1.677 2.109 2.894
C 1.689 0.897 -1.655
C 2.609 1.821 -1.411
H 2.029 1.444 -4.373
O -3.540 -1.638 -0.728
C -1.518 -2.837 1.954
H 3.604 3.517 -2.179
H -1.055 -0.735 4.705
H -0.997 -3.767 -1.041
C 1.243 0.126 -2.846
H 1.378 -0.953 -2.625
C 0.534 -2.167 1.117
C 0.278 -1.396 2.322
H -1.308 -4.920 0.279
H -0.317 4.260 -0.372
H 2.440 -1.342 0.610
C -4.069 0.718 2.254
C 4.807 1.698 -2.651
C 1.747 -2.115 0.264
P -2.280 0.761 1.810
C -1.200 2.528 -2.145
H -1.777 1.805 3.962
H -2.699 0.623 -0.672
H 0.363 -4.588 -0.264
C 3.495 -0.128 -3.985
C -2.381 1.397 0.052
C 3.469 2.451 -2.458
H 1.511 -0.145 -4.925
C -1.720 -1.308 4.043

**⟨S²⟩**: 2.03
**Charge**: +1
**LUMO energy (alpha / beta)**: -4.18 / -3.79 eV
**Electronic energy**: -74355.4861 eV
**Multiplicity**: 3
**Relative energy (zero: lowest compared OMol25 entry of this formula, charge and spin)**: 27.3 kcal per mole

2 unconnected molecules or ions with the total composition C7H9NO2S2 at a distorted geometry. Source: the Open Molecules 2025 dataset; level of theory: wB97M-V/def2-TZVPD.

Atoms and positions in Å:
C -1.807 -1.029 2.355
O 1.250 0.515 1.011
C -1.051 -1.341 0.202
H 2.910 0.437 -1.285
H 1.218 1.233 1.627
C -1.938 -0.701 1.046
H -0.378 -2.025 3.600
H -0.181 2.176 -1.065
S -1.514 -0.388 -2.260
C -0.723 -1.313 -1.181
C -0.724 -1.865 2.580
H 1.999 1.302 -3.253
H 0.105 -1.978 -1.394
C 2.012 1.059 -1.278
N 1.722 1.764 -2.488
O 0.243 2.136 -0.189
H -2.631 -0.045 0.440
C 1.206 1.199 -0.203
H 0.695 1.788 -2.522
S 0.076 -2.252 1.153
H -2.491 -0.670 3.105

**Charge**: 0
**LUMO energy**: -0.89 eV
**Electronic energy**: -34658.0651 eV
**Multiplicity**: 1
**Relative energy (zero: lowest compared OMol25 entry of this formula, charge and spin)**: 60.1 kcal per mole
**SMILES**: S=Cc1cccs1.NC=C(O)O

A single C2H6N2O molecule at a distorted geometry. Source: the Open Molecules 2025 dataset; level of theory: wB97M-V/def2-TZVPD.

Atoms and positions in Å:
H 1.171 -1.466 0.102
N -0.917 0.641 -0.879
H 1.164 -0.183 1.348
H -1.076 -0.364 1.567
C 0.647 -0.582 0.481
O -1.474 -0.553 -0.403
H 0.980 0.104 -1.602
N -0.713 -0.952 0.799
H -1.283 1.410 -0.306
H 0.985 1.446 -0.423
C 0.516 0.498 -0.684

**Charge**: 0
**LUMO energy**: 0.95 eV
**Electronic energy**: -7195.7258 eV
**Multiplicity**: 1
**Relative energy (zero: lowest compared OMol25 entry of this formula, charge and spin)**: 93.7 kcal per mole
**SMILES**: C1CNON1

A molecular structure, BrMn at a distorted geometry. Source: the Open Molecules 2025 dataset; level of theory: wB97M-V/def2-TZVPD.

Atoms and positions in Å:
Mn -18.683 -6.122 -17.841
Br -21.096 -6.666 -18.064

**⟨S²⟩**: 8.76
**Charge**: +1
**LUMO energy (alpha / beta)**: -7.99 / -7.99 eV
**Electronic energy**: -101354.1591 eV
**Multiplicity**: 6
**Relative energy (zero: lowest compared OMol25 entry of this formula, charge and spin)**: 6.6 kcal per mole

A molecular structure, C21H21BN4O3RhS2 at a distorted geometry. Source: the Open Molecules 2025 dataset; level of theory: wB97M-V/def2-TZVPD.

Atoms and positions in Å:
C -2.118 3.135 -0.860
C -1.297 -3.567 -5.121
C 0.317 -0.222 5.015
H -1.291 -2.327 1.690
S 2.404 -1.631 0.376
H 0.630 4.245 -2.480
H -2.926 -2.541 -6.054
C -0.390 -2.543 -3.211
C 2.772 2.708 -2.499
H -2.598 1.158 7.161
H 3.687 2.153 -2.669
N 2.104 0.733 -1.204
C 3.511 -0.938 -0.778
S -1.176 -0.213 2.722
O 0.175 0.068 2.068
H -1.709 4.921 -1.975
H -2.246 -2.278 3.196
H -2.167 1.243 0.178
H 4.906 -2.385 -0.427
C -0.565 0.474 7.141
C 0.487 -0.014 6.372
N -0.313 1.613 -0.619
H -0.424 0.633 8.202
H 0.363 -4.397 -3.990
C -2.231 -1.465 -4.338
C 1.827 1.904 -1.679
C -1.971 0.574 5.197
H 5.372 -1.161 -1.559
C -0.357 -3.597 -4.091
H -1.314 -4.374 -5.841
B -0.025 -1.128 -1.575
C -2.212 -2.526 -5.242
C -0.919 0.069 4.449
H 1.128 -0.583 4.395
H -3.148 3.377 -0.638
O -1.094 -0.601 -2.301
C -1.300 -1.511 -3.329
H 2.310 2.943 -3.460
H 1.440 -0.233 6.835
N 4.660 -1.598 -0.998
C -1.304 -1.996 2.728
C -1.577 1.944 -0.396
C -1.788 0.769 6.559
C -0.006 3.617 -1.876
O 0.418 -2.323 -2.106
H -2.933 -0.647 -4.426
H -2.916 0.813 4.725
C 0.462 2.416 -1.379
H 3.010 3.651 -2.003
Rh 0.775 -0.113 -0.100
N 3.334 0.177 -1.454
H -0.457 -2.412 3.271
C -1.320 3.985 -1.599

**Charge**: +1
**LUMO energy**: -3.58 eV
**Electronic energy**: -59572.8951 eV
**Multiplicity**: 1
**Relative energy (zero: lowest compared OMol25 entry of this formula, charge and spin)**: 21.6 kcal per mole

3 unconnected molecules or ions with the total composition C19H27NO8S4 at a distorted geometry. Source: the Open Molecules 2025 dataset; level of theory: wB97M-V/def2-TZVPD.

Atoms and positions in Å:
C 3.647 0.049 -1.512
H -6.485 -1.635 0.231
H 3.482 2.729 4.609
H 3.650 4.480 4.597
C 0.724 1.217 -1.390
H 2.832 -0.757 -1.466
C 0.694 -2.614 -6.493
H -5.693 -2.854 -2.003
S 1.316 2.769 6.753
O 0.023 -2.711 -3.965
C -0.116 -5.709 -4.242
C 4.017 3.564 5.066
C -5.616 -1.211 -0.391
C -4.939 0.082 0.151
N -3.126 1.921 -0.144
C -1.529 -6.239 -4.394
C -0.787 2.173 1.151
H -1.391 2.499 2.068
C -0.814 1.327 -1.361
O 4.040 2.688 -0.724
H 3.576 0.514 -2.564
H 0.027 -5.235 -3.266
O 3.985 0.888 1.055
H 4.646 -0.492 -1.355
O 0.222 -4.808 -5.296
C -3.968 -1.291 -2.575
H 5.079 3.449 4.839
C 0.028 3.610 7.630
C -3.299 -0.006 -2.015
H 0.399 -1.577 -6.647
O 2.438 3.925 6.886
C -5.138 -1.895 -1.723
H 4.416 4.385 7.003
S 3.385 1.402 -0.235
H 1.731 -2.665 -6.161
H -2.265 -5.445 -4.244
H -3.437 2.657 -0.805
H 4.085 2.657 7.034
H -3.619 -1.781 -3.549
H 0.588 -6.543 -4.302
C 0.781 2.055 1.159
H -0.156 4.570 7.151
C -1.650 1.813 -0.114
C 1.521 1.584 -0.113
H 1.348 2.301 2.126
H -1.687 -6.639 -5.398
H -5.231 0.616 1.112
O 0.929 2.657 5.371
O -1.704 -3.288 -5.705
H -0.868 2.991 7.583
H 1.192 0.828 -2.368
C 3.792 3.601 6.567
H 0.338 3.745 8.666
S -1.856 0.853 -2.838
O 1.729 1.624 7.522
C -3.766 0.673 -0.671
H -1.727 -7.024 -3.662
H 0.551 -3.183 -7.411
S -0.344 -3.294 -5.230

**Charge**: 0
**LUMO energy**: -0.16 eV
**Electronic energy**: -81341.8394 eV
**Multiplicity**: 1
**SMILES**: CS(=O)(=O)c1ccc2c(c1)Sc1ccccc1N2.CCOS(C)(=O)=O.CCOS(C)(=O)=O

8 unconnected molecules or ions with the total composition C55H43BrF8N3O17 at a distorted geometry. Source: the Open Molecules 2025 dataset; level of theory: wB97M-V/def2-TZVPD.

Atoms and positions in Å:
H -6.241 3.646 -7.283
C -3.780 1.511 -3.606
C 7.154 -5.841 4.216
H 6.781 2.557 11.987
C 5.375 3.625 8.467
C 2.845 -0.800 0.245
O -7.392 -2.704 -2.723
F 3.720 0.277 -0.109
H -7.497 0.239 -3.872
C 6.352 2.808 11.025
H 4.039 2.979 1.912
F 3.939 0.039 -2.907
H 0.681 -4.232 -4.361
H -1.456 -0.990 -0.843
C -7.440 -4.526 -4.212
C -6.766 -5.304 -5.061
O -3.614 0.185 -1.667
O 2.776 -4.320 -4.540
C -2.973 4.021 2.613
F 5.472 -1.788 -0.990
F 6.796 -3.803 -1.973
C 3.570 3.004 2.889
F 6.309 -1.141 -3.011
C -5.710 0.130 -2.738
C 2.255 -1.655 -0.954
O -6.632 1.880 -5.686
O -5.041 5.563 -8.554
C 3.894 -1.398 -2.958
O -4.713 -5.790 -6.102
H -3.614 -3.823 -4.820
H -4.372 3.589 6.268
C -6.673 3.897 -8.243
C -2.736 3.179 4.984
H 1.739 2.925 6.375
O 8.068 -6.640 4.274
C -4.174 4.520 2.909
C 6.314 -3.659 3.479
H 0.787 1.311 -0.155
H 5.731 -7.100 5.302
F 6.011 -3.670 -4.096
O 2.167 1.218 2.270
H 6.417 -2.698 2.990
H -4.780 5.040 2.177
C 2.499 2.015 3.132
F 3.949 -1.676 -4.373
H 3.858 -5.466 5.179
C -5.329 -5.084 -5.327
H 4.478 -1.234 1.752
H -0.913 -3.002 0.655
C 1.657 -2.839 -2.798
H 0.201 1.438 1.665
O 7.985 4.474 10.719
C 4.995 -3.957 4.076
C -1.528 -0.579 0.225
N 2.445 -5.616 -4.793
C 5.834 -6.139 4.813
O 3.741 1.958 8.771
H -2.252 1.530 0.808
C -5.940 1.491 -4.764
H 1.064 1.297 4.617
H -8.231 2.462 -8.191
C -3.938 3.678 5.280
C 3.932 3.876 3.830
H -1.651 1.413 -0.957
C -2.164 3.313 3.627
C -0.040 1.655 0.566
H 0.612 -2.740 1.644
C 5.291 -1.941 -2.381
H -2.579 -0.830 0.630
C 5.637 -3.463 -2.752
O 4.078 -3.156 4.017
C -7.739 3.262 -8.730
H -2.751 1.827 -3.482
O 3.610 4.685 6.016
H 3.674 -2.824 1.052
H -6.082 -0.555 -1.985
H 4.945 3.875 7.505
C 7.318 -4.534 3.544
C -6.468 0.555 -3.749
H -2.538 4.110 1.625
C 0.029 -2.330 0.731
C 6.441 4.258 8.957
H -0.078 2.812 0.480
H 1.940 -0.313 0.780
C -5.340 -3.193 -3.765
O 3.372 -6.138 -5.337
C -7.658 4.711 -10.799
O -0.454 -1.016 1.098
O -1.068 2.856 3.355
C 1.846 2.029 4.457
H -4.870 -2.373 -3.236
C 5.286 2.175 10.534
C 2.208 2.901 5.398
C -4.747 4.386 4.265
H -2.131 2.659 5.715
H 4.792 1.375 11.071
C -4.667 -3.970 -4.614
C 0.910 -2.354 -0.602
H -6.098 6.145 -10.851
C 3.278 3.890 5.156
C -6.591 5.345 -10.312
H -8.090 4.961 -11.760
C 7.011 3.898 10.273
H -4.166 2.621 -5.370
H 4.714 4.608 3.670
C -1.483 1.049 0.113
C -4.538 1.936 -4.617
C -6.017 4.985 -8.998
N 0.613 -3.098 -1.853
Br -0.924 -4.157 -1.972
C 4.830 -5.263 4.747
N 2.688 -1.940 -2.315
C 3.521 -1.746 1.395
O -9.288 3.043 -10.487
H 1.478 -2.693 -5.011
H -8.493 -4.672 -4.005
H 2.814 -1.761 2.312
C 1.591 -3.541 -4.228
H 8.290 -4.331 3.113
C 4.717 2.536 9.218
H 6.935 5.058 8.421
C -8.313 3.621 -10.044
C -6.778 -3.413 -3.499
C -4.308 0.575 -2.591
F 4.624 -4.387 -2.322
H -7.236 -6.124 -5.590
O -5.841 4.842 4.536

**Charge**: +1
**LUMO energy**: -4.76 eV
**Electronic energy**: -188768.0342 eV
**Multiplicity**: 1

A single C6H6N4O2 molecule at a distorted geometry. Source: the Open Molecules 2025 dataset; level of theory: wB97M-V/def2-TZVPD.

Atoms and positions in Å:
H -1.166 -1.741 0.842
C 0.874 0.601 -0.109
C -0.963 -1.148 -0.059
N 2.224 0.590 -0.142
C 0.465 -0.720 -0.104
O -4.029 0.720 -0.138
H -1.220 -1.789 -0.908
C -1.847 0.064 -0.054
O -3.585 -1.384 -0.023
H 2.853 1.375 -0.166
H 0.329 2.531 0.397
H -2.115 2.189 0.044
C -1.465 1.337 -0.007
C 1.659 -1.453 -0.131
N 2.709 -0.655 -0.156
N -3.258 -0.217 -0.070
N 0.084 1.725 -0.157
H 1.779 -2.516 -0.122

**Charge**: 0
**LUMO energy**: -0.52 eV
**Electronic energy**: -16370.6511 eV
**Multiplicity**: 1
**Relative energy (zero: lowest compared OMol25 entry of this formula, charge and spin)**: 102.2 kcal per mole
**SMILES**: O=[N+]([O-])C1=CNc2[nH]ncc2C1

A single CH2N4O molecule at a distorted geometry. Source: the Open Molecules 2025 dataset; level of theory: wB97M-V/def2-TZVPD.

Atoms and positions in Å:
N -0.614 -0.820 -0.753
H 2.074 0.620 0.724
N 1.418 0.153 -0.047
N -1.857 -0.550 -0.607
N -0.795 1.029 0.456
O -2.032 0.454 0.211
H 1.750 -1.076 0.011
C 0.056 0.188 0.006

**Charge**: 0
**LUMO energy**: 0.37 eV
**Electronic energy**: -9073.2611 eV
**Multiplicity**: 1
**Relative energy (zero: lowest compared OMol25 entry of this formula, charge and spin)**: 70.0 kcal per mole
**SMILES**: Nc1nnon1

What did the fifth record say?
A molecular structure, C21H21BN4O3RhS2 at a distorted geometry. Source: the Open Molecules 2025 dataset; level of theory: wB97M-V/def2-TZVPD.

Atoms and positions in Å:
C -2.118 3.135 -0.860
C -1.297 -3.567 -5.121
C 0.317 -0.222 5.015
H -1.291 -2.327 1.690
S 2.404 -1.631 0.376
H 0.630 4.245 -2.480
H -2.926 -2.541 -6.054
C -0.390 -2.543 -3.211
C 2.772 2.708 -2.499
H -2.598 1.158 7.161
H 3.687 2.153 -2.669
N 2.104 0.733 -1.204
C 3.511 -0.938 -0.778
S -1.176 -0.213 2.722
O 0.175 0.068 2.068
H -1.709 4.921 -1.975
H -2.246 -2.278 3.196
H -2.167 1.243 0.178
H 4.906 -2.385 -0.427
C -0.565 0.474 7.141
C 0.487 -0.014 6.372
N -0.313 1.613 -0.619
H -0.424 0.633 8.202
H 0.363 -4.397 -3.990
C -2.231 -1.465 -4.338
C 1.827 1.904 -1.679
C -1.971 0.574 5.197
H 5.372 -1.161 -1.559
C -0.357 -3.597 -4.091
H -1.314 -4.374 -5.841
B -0.025 -1.128 -1.575
C -2.212 -2.526 -5.242
C -0.919 0.069 4.449
H 1.128 -0.583 4.395
H -3.148 3.377 -0.638
O -1.094 -0.601 -2.301
C -1.300 -1.511 -3.329
H 2.310 2.943 -3.460
H 1.440 -0.233 6.835
N 4.660 -1.598 -0.998
C -1.304 -1.996 2.728
C -1.577 1.944 -0.396
C -1.788 0.769 6.559
C -0.006 3.617 -1.876
O 0.418 -2.323 -2.106
H -2.933 -0.647 -4.426
H -2.916 0.813 4.725
C 0.462 2.416 -1.379
H 3.010 3.651 -2.003
Rh 0.775 -0.113 -0.100
N 3.334 0.177 -1.454
H -0.457 -2.412 3.271
C -1.320 3.985 -1.599

**Charge**: +1
**LUMO energy**: -3.58 eV
**Electronic energy**: -59572.8951 eV
**Multiplicity**: 1
**Relative energy (zero: lowest compared OMol25 entry of this formula, charge and spin)**: 21.6 kcal per mole

> Which formula does entry 5 have?

C21H21BN4O3RhS2

> charge of number 8 (C6H6N4O2)?

0

> Which of these has the highest multiplicity?

BrMn